This record from OMol25 describes a cluster of 2 separate species, C4H6N2 in total at a distorted geometry. The level of theory is wB97M-V/def2-TZVPD.

* highest occupied orbital energy: -8.9 eV
* spin multiplicity: 1
* HOMO-LUMO gap: 9.2 eV
* LUMO: 0.323 eV
* structure (SMILES): CC1=C(C#N)N1.[H][H]
* energy above the lowest of the compared OMol25 structures with the same formula, charge and spin: 109.4 kcal/mol
* calculated total energy: -265.3612 a.u.

Atoms and positions in Å:
N: 3.451 0.984 -0.402
N: 0.270 -1.240 -0.633
C: -0.151 0.108 -0.187
C: -1.356 0.940 -0.086
C: 2.412 0.478 -0.302
C: 1.120 -0.046 -0.241
H: -0.805 -1.640 2.053
H: -0.171 -1.811 1.704
H: -1.170 1.785 0.581
H: 0.199 -1.267 -1.661
H: -1.575 1.334 -1.086
H: -2.225 0.375 0.260



This record from OMol25 describes a cluster of 2 separate species, C5H8NO2S2 in total at a distorted geometry. The level of theory is wB97M-V/def2-TZVPD.

* highest occupied orbital energy (spin up / spin down): -1.8 / -4.3 eV
* spin multiplicity: 3
* HOMO-LUMO gap (spin up / spin down): 5.3 / 6.7 eV
* LUMO (spin up / spin down): 3.484 / 2.328 eV
* ⟨S²⟩: 2.009
* energy above the lowest of the compared OMol25 structures with the same formula, charge and spin: 0.0 kcal/mol
* net charge: -1
* calculated total energy: -1196.8442 a.u.

Atoms and positions in Å:
S: 3.289 0.245 -0.438
S: 2.063 -2.368 -0.327
O: 3.054 1.578 0.264
O: -2.972 -0.899 -1.107
N: -1.185 0.252 -0.413
C: 2.157 -0.814 0.183
C: 0.129 2.093 -0.221
C: -0.188 0.831 -0.799
C: -1.811 -1.692 0.725
C: -1.927 -0.836 -0.478
H: 1.236 2.124 0.254
H: 1.628 -0.343 1.021
H: 0.622 0.348 -1.514
H: -1.464 -2.715 0.648
H: -1.157 -1.185 1.434
H: -0.542 2.312 0.716
H: 0.025 2.932 -0.879
H: -2.957 -1.861 0.930